Record 1
2 unconnected molecules or ions with the total composition C12H17N in a non-equilibrium geometry. Source: OMol25; level of theory: the ωB97M-V functional and the def2-TZVPD basis.

Geometry as XYZ:
```
30
Properties=species:S:1:pos:R:3:forces:R:3:lowdin_charge:R:1
C 1.080 -1.301 1.224 0.21 -0.51 -0.32 -0.048
C -0.308 -0.919 1.620 0.58 -0.15 -0.39 -0.232
C -0.751 -0.381 2.777 -0.35 0.13 0.36 -0.059
N -2.129 -0.290 2.756 0.30 0.26 0.30 0.070
C -2.584 -0.759 1.558 -0.44 -0.18 -0.25 -0.224
C -3.884 -0.899 1.078 -0.12 0.07 0.34 -0.028
C -4.060 -1.498 -0.149 -0.20 0.34 -0.28 -0.102
C -2.955 -1.810 -0.953 0.20 -0.06 -0.08 -0.104
C -1.666 -1.658 -0.484 -0.12 0.02 -0.34 -0.031
C -1.472 -1.168 0.805 0.24 0.19 0.46 -0.141
H 1.315 -0.966 0.208 -0.01 0.13 0.16 0.066
H 1.160 -2.393 1.191 -0.05 0.01 -0.03 0.082
H 1.883 -0.982 1.888 -0.25 0.32 0.11 0.074
H -0.250 -0.053 3.672 0.31 -0.05 -0.10 0.120
H -2.647 0.134 3.500 -0.28 -0.06 -0.13 0.148
H -4.712 -0.511 1.662 -0.10 -0.26 -0.04 0.107
H -5.063 -1.665 -0.533 0.16 0.14 0.05 0.100
H -3.099 -2.110 -1.983 -0.11 -0.23 0.08 0.096
H -0.831 -1.869 -1.140 0.07 -0.08 0.09 0.108
C 1.730 2.238 -2.314 0.06 0.29 -0.29 -0.125
C 2.996 1.434 -2.011 -0.21 -0.11 -0.94 -0.333
C 3.820 1.920 -0.850 -0.68 1.22 1.14 -0.133
H 1.212 2.579 -1.419 -0.14 -0.24 0.11 0.066
H 1.056 1.651 -2.946 -0.06 0.02 0.28 0.068
H 1.936 3.138 -2.899 0.22 0.04 0.11 0.066
H 2.689 0.400 -1.864 0.07 -0.17 0.33 0.085
H 3.563 1.403 -2.944 0.28 0.02 0.08 0.097
H 4.119 2.975 -0.878 0.29 -0.10 -0.85 0.071
H 3.152 2.024 0.022 0.20 -0.77 0.09 0.070
H 4.699 1.337 -0.596 -0.07 -0.23 -0.04 0.065
```
Positions in Å, forces in eV/Å.

gap between HOMO and LUMO = 0.321 Eh
LUMO = 0.9 eV
E_HOMO = -7.84 eV
largest force on an atom = 1.8 eV Å⁻¹
SMILES = Cc1c[nH]c2ccccc12.CCC
energy relative to the best compared isomer or geometry (same formula, charge and spin) = 8.8 kcal/mol

***

Record 2
A molecular structure, C10H10N2 in a non-equilibrium geometry. Source: OMol25; level of theory: the ωB97M-V functional and the def2-TZVPD basis.

Geometry as XYZ:
```
22
Properties=species:S:1:pos:R:3:forces:R:3:lowdin_charge:R:1
C 0.698 -2.262 -1.267 5.51 -1.43 -1.75 -0.123
C -1.060 -2.867 0.387 1.86 -0.94 -1.63 -0.031
C -1.678 -2.157 1.361 -0.07 0.40 -1.03 -0.112
C -0.429 -0.716 0.398 4.10 0.90 -6.11 -0.336
C 0.130 0.615 0.004 -1.25 0.71 2.95 -0.135
C 1.018 0.885 -1.003 -0.63 -2.22 -0.85 -0.092
C 1.469 2.120 -1.273 0.99 2.66 0.19 -0.104
C 1.065 3.212 -0.414 4.96 1.49 -4.91 -0.120
C 0.219 2.962 0.587 -3.16 1.51 2.31 -0.151
C -0.286 1.673 0.838 -1.03 -0.94 1.51 -0.024
H 0.684 -3.448 -1.326 0.25 2.65 -0.20 0.110
H 1.943 -1.901 -1.010 -3.52 -1.38 -0.07 0.161
H 0.717 -1.797 -2.311 -1.18 -0.72 1.34 0.085
H -0.943 -3.981 0.049 -0.56 2.49 0.92 0.141
H -2.447 -2.360 2.068 -0.20 -0.64 0.25 0.091
H 1.203 0.013 -1.601 0.72 0.31 -0.59 0.063
H 2.175 2.296 -2.120 -0.76 -0.12 0.90 0.112
H 1.780 4.293 -0.823 -3.05 -3.06 1.98 0.193
H -0.303 3.838 1.096 1.16 -1.25 -0.22 0.124
H -1.035 1.392 1.772 2.07 1.05 -2.78 0.167
N -0.220 -1.891 -0.293 -1.61 -1.33 1.70 -0.102
N -1.302 -0.843 1.221 -4.61 -0.15 6.07 0.085
```
Positions in Å, forces in eV/Å.

gap between HOMO and LUMO = 0.339 Eh
LUMO = 0.7 eV
E_HOMO = -8.48 eV
largest force on an atom = 7.6 eV Å⁻¹
energy relative to the best compared isomer or geometry (same formula, charge and spin) = 95.5 kcal/mol

***

Record 3
2 unconnected molecules or ions with the total composition C4H10O2 in a non-equilibrium geometry. Source: OMol25; level of theory: the ωB97M-V functional and the def2-TZVPD basis.

Geometry as XYZ:
```
16
Properties=species:S:1:pos:R:3:forces:R:3:lowdin_charge:R:1
C 0.356 -0.196 1.591 0.08 -0.26 0.44 -0.073
C 1.091 -0.269 0.246 -0.77 0.16 -0.93 -0.361
C 0.261 -0.705 -0.977 0.41 -0.77 -0.93 -0.081
C 1.656 1.120 -0.122 1.26 -0.58 2.28 -0.244
O 2.729 1.340 -0.616 -0.27 -0.24 -0.78 0.061
H -0.630 -0.666 1.599 0.04 0.15 -0.26 0.076
H 0.938 -0.722 2.357 -0.04 0.07 -0.13 0.075
H 0.258 0.825 1.969 -0.16 0.02 -0.19 0.065
H 1.863 -1.029 0.345 0.52 0.42 -0.17 0.131
H -0.069 -1.752 -0.974 -0.45 0.27 0.79 0.080
H -0.553 -0.043 -1.259 -0.18 0.00 0.34 0.056
H 0.913 -0.785 -1.857 0.23 0.59 0.15 0.079
H 1.169 1.949 0.435 -0.63 0.14 -0.62 0.121
O -2.982 0.468 -0.875 0.24 0.42 0.75 -0.050
H -3.309 0.015 -1.640 -0.35 -0.37 -0.57 0.025
H -3.691 0.449 -0.222 0.07 -0.03 -0.18 0.041
```
Positions in Å, forces in eV/Å.

gap between HOMO and LUMO = 0.374 Eh
LUMO = 0.7 eV
E_HOMO = -9.52 eV
largest force on an atom = 2.7 eV Å⁻¹
SMILES = CC(C)C=O.O
energy relative to the best compared isomer or geometry (same formula, charge and spin) = 28.5 kcal/mol

***

Repeat the first record exactly.
2 unconnected molecules or ions with the total composition C12H17N in a non-equilibrium geometry. Source: OMol25; level of theory: the ωB97M-V functional and the def2-TZVPD basis.

Geometry as XYZ:
```
30
Properties=species:S:1:pos:R:3:forces:R:3:lowdin_charge:R:1
C 1.080 -1.301 1.224 0.21 -0.51 -0.32 -0.048
C -0.308 -0.919 1.620 0.58 -0.15 -0.39 -0.232
C -0.751 -0.381 2.777 -0.35 0.13 0.36 -0.059
N -2.129 -0.290 2.756 0.30 0.26 0.30 0.070
C -2.584 -0.759 1.558 -0.44 -0.18 -0.25 -0.224
C -3.884 -0.899 1.078 -0.12 0.07 0.34 -0.028
C -4.060 -1.498 -0.149 -0.20 0.34 -0.28 -0.102
C -2.955 -1.810 -0.953 0.20 -0.06 -0.08 -0.104
C -1.666 -1.658 -0.484 -0.12 0.02 -0.34 -0.031
C -1.472 -1.168 0.805 0.24 0.19 0.46 -0.141
H 1.315 -0.966 0.208 -0.01 0.13 0.16 0.066
H 1.160 -2.393 1.191 -0.05 0.01 -0.03 0.082
H 1.883 -0.982 1.888 -0.25 0.32 0.11 0.074
H -0.250 -0.053 3.672 0.31 -0.05 -0.10 0.120
H -2.647 0.134 3.500 -0.28 -0.06 -0.13 0.148
H -4.712 -0.511 1.662 -0.10 -0.26 -0.04 0.107
H -5.063 -1.665 -0.533 0.16 0.14 0.05 0.100
H -3.099 -2.110 -1.983 -0.11 -0.23 0.08 0.096
H -0.831 -1.869 -1.140 0.07 -0.08 0.09 0.108
C 1.730 2.238 -2.314 0.06 0.29 -0.29 -0.125
C 2.996 1.434 -2.011 -0.21 -0.11 -0.94 -0.333
C 3.820 1.920 -0.850 -0.68 1.22 1.14 -0.133
H 1.212 2.579 -1.419 -0.14 -0.24 0.11 0.066
H 1.056 1.651 -2.946 -0.06 0.02 0.28 0.068
H 1.936 3.138 -2.899 0.22 0.04 0.11 0.066
H 2.689 0.400 -1.864 0.07 -0.17 0.33 0.085
H 3.563 1.403 -2.944 0.28 0.02 0.08 0.097
H 4.119 2.975 -0.878 0.29 -0.10 -0.85 0.071
H 3.152 2.024 0.022 0.20 -0.77 0.09 0.070
H 4.699 1.337 -0.596 -0.07 -0.23 -0.04 0.065
```
Positions in Å, forces in eV/Å.

gap between HOMO and LUMO = 0.321 Eh
LUMO = 0.9 eV
E_HOMO = -7.84 eV
largest force on an atom = 1.8 eV Å⁻¹
SMILES = Cc1c[nH]c2ccccc12.CCC
energy relative to the best compared isomer or geometry (same formula, charge and spin) = 8.8 kcal/mol

***

> Among the records above, which one has the lowest energy relative to the best compared isomer or geometry (same formula, charge and spin)?

C12H17N

***

> What is the formula in the second record?

C10H10N2

***

What did the third record say?
2 unconnected molecules or ions with the total composition C4H10O2 in a non-equilibrium geometry. Source: OMol25; level of theory: the ωB97M-V functional and the def2-TZVPD basis.

Geometry as XYZ:
```
16
Properties=species:S:1:pos:R:3:forces:R:3:lowdin_charge:R:1
C 0.356 -0.196 1.591 0.08 -0.26 0.44 -0.073
C 1.091 -0.269 0.246 -0.77 0.16 -0.93 -0.361
C 0.261 -0.705 -0.977 0.41 -0.77 -0.93 -0.081
C 1.656 1.120 -0.122 1.26 -0.58 2.28 -0.244
O 2.729 1.340 -0.616 -0.27 -0.24 -0.78 0.061
H -0.630 -0.666 1.599 0.04 0.15 -0.26 0.076
H 0.938 -0.722 2.357 -0.04 0.07 -0.13 0.075
H 0.258 0.825 1.969 -0.16 0.02 -0.19 0.065
H 1.863 -1.029 0.345 0.52 0.42 -0.17 0.131
H -0.069 -1.752 -0.974 -0.45 0.27 0.79 0.080
H -0.553 -0.043 -1.259 -0.18 0.00 0.34 0.056
H 0.913 -0.785 -1.857 0.23 0.59 0.15 0.079
H 1.169 1.949 0.435 -0.63 0.14 -0.62 0.121
O -2.982 0.468 -0.875 0.24 0.42 0.75 -0.050
H -3.309 0.015 -1.640 -0.35 -0.37 -0.57 0.025
H -3.691 0.449 -0.222 0.07 -0.03 -0.18 0.041
```
Positions in Å, forces in eV/Å.

gap between HOMO and LUMO = 0.374 Eh
LUMO = 0.7 eV
E_HOMO = -9.52 eV
largest force on an atom = 2.7 eV Å⁻¹
SMILES = CC(C)C=O.O
energy relative to the best compared isomer or geometry (same formula, charge and spin) = 28.5 kcal/mol